68
Properties=species:S:1:pos:R:3:nbo_charge:R:1 method="wB97M-V/def2-TZVPD" spin_multiplicity=1 relative_energy_kcal_mol=7.9 total_charge=-1 homo_ha=-0.171
O 0.58 2.94 0.82 -1.1886
P 1.51 3.10 -0.31 2.3988
O 0.72 2.75 -1.68 -1.0090
O 2.62 1.93 -0.14 -1.0344
N 2.12 4.55 -0.54 -1.1566
Cl 3.03 5.02 0.86 0.0061
H 0.37 3.62 -1.96 0.5076
H 2.28 1.22 0.43 0.5072
N -0.85 0.55 -0.25 -0.5061
C -1.76 0.45 0.75 -0.0446
C -2.28 -0.82 0.74 -0.3417
C -1.64 -1.52 -0.32 -0.3320
C -0.76 -0.65 -0.91 -0.0846
H -0.32 1.38 -0.47 0.4555
H -1.96 1.30 1.39 0.2225
H -3.03 -1.20 1.41 0.1990
H -1.81 -2.54 -0.62 0.2038
H -0.09 -0.77 -1.74 0.2036
N 5.42 0.83 -1.49 -0.5085
C 5.84 -0.37 -1.99 -0.1122
C 7.19 -0.31 -2.19 -0.3026
C 7.61 0.99 -1.79 -0.3267
C 6.49 1.67 -1.37 -0.0590
H 4.47 1.07 -1.25 0.4464
H 5.14 -1.18 -2.15 0.2100
H 7.81 -1.10 -2.57 0.2154
H 8.61 1.39 -1.81 0.2146
H 6.36 2.67 -0.98 0.2257
N -5.57 -2.22 2.81 -0.5019
C -6.68 -1.50 2.50 -0.0757
C -7.10 -0.86 3.64 -0.3027
C -6.20 -1.21 4.68 -0.3121
C -5.26 -2.05 4.13 -0.0711
H -5.05 -2.79 2.17 0.4157
H -7.08 -1.50 1.50 0.2105
H -7.96 -0.21 3.71 0.2077
H -6.23 -0.89 5.70 0.2181
H -4.41 -2.54 4.57 0.2118
N -9.86 2.00 2.57 -0.5050
C -11.12 2.53 2.56 -0.0796
C -11.73 2.14 1.39 -0.3118
C -10.79 1.35 0.67 -0.2987
C -9.65 1.28 1.42 -0.0751
H -9.18 2.13 3.30 0.4135
H -11.48 3.13 3.38 0.2069
H -12.73 2.40 1.09 0.2170
H -10.94 0.88 -0.29 0.2176
H -8.71 0.79 1.25 0.2150
N 6.62 -1.73 3.46 -0.5111
C 7.86 -1.23 3.19 -0.0907
C 7.88 -0.84 1.88 -0.2911
C 6.59 -1.12 1.34 -0.3017
C 5.84 -1.67 2.34 -0.0816
H 6.32 -2.10 4.35 0.4043
H 8.62 -1.19 3.95 0.2012
H 8.72 -0.40 1.36 0.2192
H 6.27 -0.93 0.33 0.2358
H 4.82 -2.01 2.35 0.2075
N 3.78 -0.85 -5.00 -0.5001
C 3.00 -1.92 -4.68 -0.0781
C 2.84 -2.67 -5.81 -0.3026
C 3.55 -2.02 -6.85 -0.3185
C 4.12 -0.90 -6.32 -0.0733
H 4.06 -0.13 -4.35 0.4233
H 2.64 -2.06 -3.67 0.2109
H 2.27 -3.59 -5.88 0.2138
H 3.63 -2.34 -7.88 0.2140
H 4.74 -0.14 -6.76 0.2090